Computed, not measured: a 3-piece molecular cluster, C2H9NO4 overall at a distorted geometry, with ωB97M-V/def2-TZVPD.

The geometry in XYZ format:
```
16
Properties=species:S:1:pos:R:3:mulliken_charge:R:1
O 0.864 1.096 -1.873 -0.57
C -0.244 0.591 -1.532 -0.03
N -0.408 -0.438 -0.666 -0.02
C 0.732 -1.216 -0.325 -0.26
O 1.312 -0.847 0.989 -0.54
H -1.205 1.095 -1.853 0.35
H -1.308 -0.340 -0.233 0.23
H 1.627 -0.992 -0.925 0.30
H 0.502 -2.233 -0.117 0.24
H 1.180 0.066 1.095 0.31
H -2.935 -1.027 2.245 0.31
H -2.443 -2.347 1.732 0.32
O -2.660 -1.441 1.435 -0.63
H 0.394 2.709 0.246 0.33
H 1.715 2.038 0.843 0.34
O 0.784 2.172 1.046 -0.68
```

The value obtained for the HOMO energy is -9.968 eV. The max |F| is 3.63 eV/A. The relative energy (zero: lowest compared OMol25 entry of this formula, charge and spin) is 1.4620 eV. The calculation puts the molar mass at 111.1 g mol⁻¹. The calculation puts the LUMO energy at 0.5 eV. The calculation puts the total energy at -11899.3672 eV. For the HOMO-LUMO gap, the calculation gives 10.49 eV.